168
Properties=species:S:1:pos:R:3 method="wB97M-V/def2-TZVPD" homo_lumo_gap_ev=9.47 total_charge=0 energy_ha=-4640.85632 de_lowest_kj_mol=362.6 max_force_ha_per_bohr=0.0685 e_homo_ev=-8.978
F 1.7164 2.8263 8.2975
C 1.6324 2.8298 6.9366
C 2.7805 2.5700 6.2198
C 2.7191 2.4310 4.8514
C 1.5066 2.7125 4.2239
C 0.3475 2.8935 4.9291
C 0.4145 3.0535 6.2902
H 3.6985 2.4177 6.8088
H 3.5651 2.0301 4.3394
H 1.5559 2.5913 3.1406
H -0.6002 2.9003 4.4327
H -0.5407 3.1762 6.8129
F 4.9217 -5.5729 -0.2496
C 4.1289 -5.4316 -1.3242
C 4.0859 -4.1688 -1.9037
C 3.1909 -3.9149 -2.9883
C 2.4472 -5.0062 -3.4532
C 2.4967 -6.3055 -2.8759
C 3.3410 -6.5172 -1.7929
H 4.6207 -3.3374 -1.4686
H 3.0018 -2.8251 -3.3491
H 1.7710 -4.9064 -4.2282
H 1.8125 -7.0287 -3.2777
H 3.3554 -7.4997 -1.3069
F -5.0882 -4.8909 1.6140
C -4.1758 -4.1258 0.9493
C -3.7051 -4.5706 -0.2783
C -2.8296 -3.8088 -1.0379
C -2.3993 -2.6217 -0.4782
C -2.9230 -2.1534 0.6970
C -3.8267 -2.9041 1.4710
H -4.0758 -5.5109 -0.6953
H -2.4129 -4.1288 -1.9776
H -1.6466 -2.0286 -1.0132
H -2.5789 -1.1371 1.1488
H -4.2390 -2.5254 2.4029
F 4.9153 -0.0462 -5.5188
C 5.5080 -0.4814 -4.3599
C 5.5007 0.4103 -3.2752
C 6.1257 0.0052 -2.1202
C 6.6813 -1.2369 -1.9869
C 6.7028 -2.0772 -3.1026
C 6.0934 -1.7252 -4.2918
H 4.9156 1.3278 -3.3197
H 6.1237 0.6671 -1.2435
H 7.2512 -1.4542 -1.0939
H 7.2188 -3.0241 -2.9861
H 6.0444 -2.3661 -5.1158
F -6.1794 0.3082 -2.1107
C -6.6610 -0.2581 -0.9680
C -6.6519 -1.6245 -0.9375
C -7.0992 -2.3091 0.1611
C -7.5623 -1.5592 1.2462
C -7.4847 -0.1883 1.1903
C -7.0956 0.5196 0.0500
H -6.1614 -2.1697 -1.7756
H -6.9505 -3.3602 0.1270
H -7.9395 -2.0971 2.0801
H -7.8270 0.3970 2.0703
H -7.2416 1.5567 0.1420
F 0.3707 4.1026 -5.9346
C 0.5337 2.7721 -6.1463
C 1.7234 2.1147 -5.8076
C 1.8371 0.7407 -6.0136
C 0.8049 0.0215 -6.4897
C -0.3525 0.6960 -6.8629
C -0.5409 2.0637 -6.7122
H 2.5238 2.6910 -5.4455
H 2.7907 0.3539 -5.9197
H 0.9403 -0.9854 -6.8137
H -1.1369 0.1557 -7.3399
H -1.3415 2.6410 -7.1704
F -4.1407 1.1735 1.4469
C -3.8659 0.7211 2.6960
C -4.7846 0.0773 3.5011
C -4.3054 -0.4374 4.6948
C -3.0050 -0.2083 5.0848
C -2.1030 0.5513 4.3549
C -2.5786 0.9538 3.0692
H -5.8115 -0.1218 3.1510
H -4.9229 -1.0734 5.2291
H -2.6863 -0.6431 6.0623
H -1.1260 0.5422 4.8198
H -1.9077 1.2095 2.2912
F 0.9634 -1.7558 2.6103
C 0.3850 -2.2173 3.7391
C -0.6206 -3.1172 3.6230
C -1.2711 -3.5586 4.7540
C -0.7368 -3.2674 6.0273
C 0.4438 -2.5207 6.1300
C 1.0591 -1.9892 4.9532
H -1.1943 -3.0330 2.7203
H -2.1967 -4.0691 4.6302
H -1.3960 -3.5064 6.8395
H 0.9381 -2.3378 7.0546
H 1.9097 -1.4003 5.0371
F -0.8093 -3.1287 -6.1493
C -1.8815 -2.6366 -5.4678
C -1.5166 -1.6683 -4.5162
C -2.5447 -1.0900 -3.7868
C -3.8632 -1.4527 -4.0337
C -4.1637 -2.4744 -4.9472
C -3.1803 -3.0594 -5.7308
H -0.4921 -1.4183 -4.5271
H -2.3685 -0.2723 -3.0222
H -4.7496 -1.2225 -3.4899
H -5.1747 -2.9073 -4.8290
H -3.2516 -3.9041 -6.3508
F 2.5122 -3.5085 0.6504
C 1.6758 -4.4277 1.2066
C 2.0608 -4.8952 2.4668
C 1.2663 -5.8362 3.0673
C 0.0982 -6.3328 2.4455
C -0.2896 -5.7936 1.1864
C 0.5244 -4.8641 0.5868
H 2.8814 -4.4167 3.0663
H 1.5233 -6.2259 4.0446
H -0.5294 -7.0431 2.8974
H -1.0958 -6.2743 0.6347
H 0.3025 -4.3358 -0.3158
F 4.7564 6.1025 2.8988
C 4.1430 6.2747 4.0841
C 2.7588 6.1992 4.1611
C 2.1573 6.1362 5.4458
C 2.9914 6.4604 6.5711
C 4.3321 6.7297 6.4321
C 4.9717 6.6460 5.1512
H 2.1419 6.0100 3.2364
H 1.0297 6.0704 5.5651
H 2.5196 6.5448 7.6040
H 4.9051 7.1516 7.2559
H 5.9996 6.8469 4.8661
F -0.2341 0.3900 1.1965
C 0.3396 0.2773 -0.0244
C 1.6384 -0.2529 -0.1084
C 2.2726 -0.2810 -1.3273
C 1.6128 0.1834 -2.4856
C 0.3510 0.8343 -2.3713
C -0.2645 0.8774 -1.1062
H 2.1268 -0.3939 0.8357
H 3.1860 -0.7880 -1.4054
H 2.0362 0.2529 -3.4535
H -0.1291 1.2620 -3.2598
H -1.2424 1.3980 -0.9059
F -1.6439 5.9113 -0.4951
C -2.1289 4.8853 -1.1672
C -1.9032 4.8066 -2.5098
C -2.4271 3.7009 -3.2248
C -3.3422 2.8516 -2.5876
C -3.5757 3.0169 -1.2018
C -2.8922 3.9682 -0.4663
H -1.1507 5.4392 -2.9680
H -2.1936 3.6436 -4.2460
H -3.7562 2.0096 -3.1393
H -4.2515 2.4007 -0.6203
H -2.9121 4.1337 0.6283
F 3.7908 7.5989 -3.1052
C 3.1045 6.5414 -2.5719
C 2.7136 5.5064 -3.4322
C 2.0507 4.4011 -2.8103
C 1.8670 4.2741 -1.4370
C 2.1902 5.3958 -0.7245
C 2.7511 6.4875 -1.2685
H 2.7901 5.5757 -4.5721
H 1.6395 3.5750 -3.4109
H 1.3929 3.4382 -1.0197
H 2.0688 5.3719 0.3811
H 2.9901 7.2579 -0.5651